No. 1
This record from the Open Molecules 2025 dataset describes 6 unconnected molecules or ions with the total composition C4H16NO8 at a distorted geometry. The level of theory is ωB97M-V with the def2-TZVPD basis set.

The geometry in XYZ format:
```
29
Properties=species:S:1:pos:R:3:lowdin_charge:R:1
O 0.9439 -3.4435 -1.0059 0.04
C 0.8118 -2.9488 0.0857 -0.24
C 0.9991 -1.4690 0.4015 -0.34
C 1.8801 -1.3092 1.6635 -0.03
N -0.2605 -0.7393 0.2608 0.06
C -1.2400 -1.0016 1.2656 -0.71
O -1.1566 -2.0721 1.8619 0.02
O -2.1748 -0.1312 1.3258 -0.09
H 0.5739 -3.6042 0.9419 0.12
H 1.5739 -1.0887 -0.4496 0.13
H 1.3509 -0.7518 2.4368 0.07
H 2.0346 -2.2953 2.1010 0.07
H 2.7697 -0.7649 1.3647 0.07
H -0.0772 0.1928 -0.0598 0.08
H -0.7618 2.7836 -0.6638 0.01
H -1.6057 2.0509 -1.6078 0.03
O -0.7324 2.4943 -1.5905 -0.10
H -0.0339 1.0591 -2.3946 0.00
H -0.1873 -0.5795 -1.9990 -0.01
O 0.2077 0.1223 -2.5055 -0.08
H -2.2077 0.2157 -0.6678 0.01
H -1.9727 -0.3829 -2.0780 0.03
O -2.4677 0.2819 -1.6021 -0.06
H 1.2908 2.4010 0.1296 0.00
H 1.9099 2.6294 -1.1926 0.02
O 2.0393 2.8639 -0.2729 -0.06
H -0.6639 2.0055 1.9831 0.04
H -1.7744 1.3679 1.1506 0.02
O -1.0691 2.1136 1.1173 -0.12
```

Results
DFT total energy = -22280.5266 eV
Energy above the lowest of the compared OMol25 structures with the same formula, charge and spin = 28.6 kcal per mole
HOMO level = -6.1 eV
Net charge = -1
Orbital gap = 9.3 eV


No. 2
This record from the Open Molecules 2025 dataset describes 3 unconnected molecules or ions with the total composition C4H8O. The level of theory is ωB97M-V with the def2-TZVPD basis set.

The geometry in XYZ format:
```
13
Properties=species:S:1:pos:R:3:lowdin_charge:R:1
C -0.4679 0.8705 -0.9676 -0.11
C -1.0864 -0.2583 -1.0838 -0.10
C -1.3645 0.4984 0.1795 -0.17
H 0.2055 1.6084 -1.3775 0.10
H -1.3115 -1.1507 -1.6478 0.09
H -0.9333 0.1541 1.1255 0.07
H -2.3267 1.0004 0.3012 0.07
H 0.4709 -2.0312 0.5088 0.05
H -0.0250 -2.2692 0.0076 0.05
C 1.8931 0.4432 0.6112 -0.18
O 1.8042 -0.4516 1.4140 -0.04
H 2.3354 0.2997 -0.3927 0.09
H 1.5349 1.4647 0.8347 0.09
```

Results
DFT total energy = -6320.5040 eV
Energy above the lowest of the compared OMol25 structures with the same formula, charge and spin = 107.6 kcal per mole
HOMO level = -9.7 eV
Orbital gap = 10.4 eV
Structure (SMILES) = C1=CC1.[H][H].C=O


No. 3
This record from the Open Molecules 2025 dataset describes 2 unconnected molecules or ions with the total composition C16H24N3O8P2 at a distorted geometry. The level of theory is ωB97M-V with the def2-TZVPD basis set.

The geometry in XYZ format:
```
53
Properties=species:S:1:pos:R:3:lowdin_charge:R:1
C -5.9190 0.6317 3.9065 -0.16
C -4.8861 1.9429 3.8190 -0.26
C -3.5272 1.4824 3.0214 -0.22
C -3.7427 1.3605 1.3676 -0.18
C -2.4623 0.5020 0.8095 -0.11
C -1.0359 1.2141 0.3610 -0.24
P -0.7218 3.1236 0.4429 0.66
N -0.4628 3.5553 2.0130 -0.27
O -2.0635 4.0807 -0.1207 -0.30
O 0.7654 3.5377 -0.4212 -0.28
C 0.2076 0.2942 -0.1849 -0.08
C 0.0646 -1.3478 -0.2505 -0.11
C 1.3193 -2.2718 -0.7604 -0.18
C 2.6530 -1.7784 0.0602 -0.23
C 3.6965 -0.8624 -0.8292 -0.21
C 4.1096 -1.5240 -2.2737 -0.31
N 5.2742 -0.8556 -2.9727 -0.04
C -1.3315 -2.0886 0.1852 -0.07
C -2.5635 -1.1296 0.6855 -0.04
C -3.7736 -2.1951 0.9825 -0.32
O -4.9486 -2.0809 1.6067 -0.16
N -3.3189 -3.5059 0.3068 0.01
C -1.7859 -3.6629 0.2396 -0.34
O -1.0489 -4.7763 0.2694 -0.17
H -5.7320 -0.0074 4.8710 0.07
H -7.0238 1.0770 3.9461 0.06
H -5.8763 -0.0303 2.9360 0.06
H -4.5884 2.2012 4.9440 0.09
H -5.4257 2.8911 3.3352 0.10
H -2.5887 2.1837 3.2341 0.09
H -3.1737 0.3956 3.3602 0.13
H -4.7645 0.7759 1.1786 0.11
H -3.8437 2.4176 0.8758 0.09
H -0.5476 2.7152 2.6360 -0.05
H -2.1612 4.0441 -1.1283 0.07
H 0.6921 3.2465 -1.3913 0.07
H 1.2172 0.8424 -0.4966 0.06
H 1.0837 -3.3890 -0.4118 0.11
H 1.4405 -2.3044 -1.9265 0.10
H 3.1942 -2.7155 0.5091 0.09
H 2.2985 -1.1292 0.9938 0.11
H 4.6958 -0.7940 -0.1890 0.11
H 3.2888 0.2458 -0.9473 0.10
H 3.1568 -1.4285 -2.9812 0.11
H 4.3504 -2.6667 -2.0624 0.11
H 5.2667 -1.2451 -3.9531 0.05
H 6.2061 -1.1914 -2.5838 0.08
H -3.7402 -3.4567 -0.6474 0.11
O 8.6909 -0.2965 -4.8948 -0.33
P 7.6154 0.7353 -5.2729 -0.17
O 7.2312 1.5540 -4.0295 -0.28
O 6.3732 0.0064 -5.8111 -0.31
O 8.1662 1.6770 -6.3564 -0.34
```

Results
DFT total energy = -56394.0582 eV
Energy above the lowest of the compared OMol25 structures with the same formula, charge and spin = 261.1 kcal per mole
HOMO level = 2.5 eV
Net charge = -3
Orbital gap = 1.3 eV